Record 1
Below is a 7-piece molecular cluster, C4H22O9 overall, with properties calculated with wB97M-V/def2-TZVPD.

```
! RIJCOSX wB97M-V def2-TZVPD def2/J DEFGRID3
* xyz 0 1
O -0.036 -2.583 0.326
C 1.043 -3.429 0.788
C 2.183 -2.460 1.071
O 3.136 -3.073 1.806
H -0.740 -3.186 0.103
H 0.618 -3.967 1.601
H 1.323 -4.157 -0.027
H 1.827 -1.651 1.721
H 2.527 -1.998 0.168
H 3.797 -2.452 2.140
O -2.058 1.941 -0.615
C -1.452 3.125 -0.157
C -0.174 3.303 -0.903
O 0.612 4.436 -0.511
H -2.851 1.902 -0.095
H -1.978 4.051 -0.381
H -1.255 3.064 0.911
H -0.406 3.377 -1.984
H 0.364 2.327 -0.884
H -0.001 5.156 -0.455
O -2.442 -0.760 1.121
H -1.971 -1.370 1.719
H -3.123 -1.275 0.696
O 0.074 0.044 -0.134
H -0.837 0.323 -0.252
H 0.109 -0.902 -0.073
O -1.152 0.628 -2.817
H -1.819 -0.006 -3.123
H -1.633 1.188 -2.174
O 1.465 -0.976 -2.527
H 2.310 -0.964 -2.055
H 0.717 -0.616 -2.020
O 0.539 0.657 2.513
H 1.057 -0.047 2.839
H 0.224 0.349 1.664
*
```

energy relative to the best compared isomer or geometry (same formula, charge and spin)	1.5291	eV
frontier orbital gap	10.2	eV
LUMO level	-0.03	eV
energy	-22930.796	eV

Record 2
Below is a 7-piece molecular cluster, C4H23N2O7S overall, with properties calculated with wB97M-V/def2-TZVPD.

```
! RIJCOSX wB97M-V def2-TZVPD def2/J DEFGRID3
* xyz 1 1
N -1.351 0.750 0.174
C 0.104 1.087 0.015
C 0.439 1.188 -1.453
S 0.266 3.008 -1.760
C 1.014 -0.032 0.678
N 2.298 0.117 1.081
C 3.236 1.087 0.419
O 0.449 -1.070 1.024
H -1.823 1.562 -0.189
H -1.773 0.510 1.065
H -1.514 -0.011 -0.505
H 0.260 2.111 0.555
H -0.200 0.541 -2.163
H 1.457 0.981 -1.796
H -0.265 3.059 -2.985
H 2.683 -0.774 1.362
H 3.366 1.011 -0.680
H 4.098 0.791 1.026
H 2.854 2.100 0.554
H -0.566 -1.131 -2.571
H -2.049 -1.344 -2.784
O -1.422 -0.707 -2.359
H 0.700 -2.719 -1.200
H 1.221 -2.887 -2.588
O 0.618 -2.340 -2.082
H -3.741 -0.587 0.213
H -3.677 -0.619 -1.343
O -3.742 -0.048 -0.559
H -3.042 -1.533 2.819
H -1.979 -0.587 3.433
O -2.497 -0.771 2.651
H 1.160 -2.658 0.690
H 1.441 -4.110 0.563
O 1.693 -3.279 0.118
H 0.754 1.989 2.991
H -0.377 3.075 2.960
O -0.092 2.240 2.624
*
```

energy relative to the best compared isomer or geometry (same formula, charge and spin)	0.3933	eV
frontier orbital gap	9.8	eV
LUMO level	-2.50	eV
energy	-32663.286	eV

Record 3
Below is a 6-piece molecular cluster, C4H23N3O5 overall, with properties calculated with wB97M-V/def2-TZVPD.

```
! RIJCOSX wB97M-V def2-TZVPD def2/J DEFGRID3
* xyz 0 1
C 0.787 0.788 -2.390
N 0.406 0.717 -0.954
C -1.011 0.403 -0.748
C -1.591 -0.959 -1.174
N -1.731 -1.916 -0.092
C -2.967 -2.028 0.668
N -2.971 -0.939 1.688
H 1.718 1.327 -2.480
H 0.808 -0.238 -2.758
H 0.054 1.351 -2.975
H 0.981 -0.037 -0.579
H -1.562 1.079 -1.425
H -1.196 0.553 0.325
H -2.571 -0.840 -1.638
H -0.871 -1.345 -1.909
H -0.991 -1.925 0.597
H -3.912 -2.000 0.125
H -2.917 -3.011 1.140
H -3.876 -0.640 2.017
H -2.333 -1.224 2.417
O 3.325 2.767 -0.140
H 2.736 2.492 0.572
H 2.998 3.408 -0.753
O 3.765 0.117 -2.354
H 3.941 -0.509 -1.647
H 3.153 0.718 -1.910
O 0.549 0.868 3.036
H 0.609 1.763 2.639
H 0.201 0.300 2.347
O 0.971 2.726 1.145
H 0.834 2.006 0.508
H 0.099 2.947 1.492
O 0.595 -2.720 1.523
H 1.524 -2.771 1.363
H 0.444 -3.229 2.322
*
```

energy relative to the best compared isomer or geometry (same formula, charge and spin)	0.8877	eV
frontier orbital gap	8.5	eV
LUMO level	0.15	eV
energy	-19227.545	eV

Record 4
Below is a 7-piece molecular cluster, C4H23NO7 overall, with properties calculated with wB97M-V/def2-TZVPD.

```
! RIJCOSX wB97M-V def2-TZVPD def2/J DEFGRID3
* xyz 0 1
C 5.624 12.848 11.376
O 4.363 12.944 10.664
C 4.124 12.191 9.472
C 4.629 12.984 8.140
C 3.813 12.419 6.930
N 6.015 12.659 7.943
H 6.417 13.209 10.721
H 5.882 11.818 11.623
H 5.565 13.441 12.288
H 4.641 11.241 9.612
H 3.043 12.072 9.541
H 4.470 14.013 8.462
H 2.770 12.599 7.190
H 3.956 11.345 6.816
H 4.007 12.725 5.902
H 6.424 12.814 8.854
H 6.093 11.677 7.721
O 10.373 7.526 5.886
H 9.932 6.684 5.772
H 10.735 7.489 6.771
O 15.092 15.315 10.388
H 15.211 16.210 10.070
H 14.764 14.832 9.630
O 11.613 13.613 14.207
H 11.695 13.596 13.254
H 11.404 12.710 14.446
O 11.300 7.513 10.432
H 10.635 7.632 11.110
H 11.706 6.671 10.639
O 13.080 14.536 6.609
H 12.585 14.202 5.861
H 13.325 15.427 6.356
O 10.687 12.178 9.822
H 11.227 12.618 9.166
H 10.690 11.258 9.558
*
```

energy relative to the best compared isomer or geometry (same formula, charge and spin)	2.7279	eV
frontier orbital gap	9.0	eV
LUMO level	0.27	eV
energy	-20342.012	eV

Record 5
Below is a 9-piece molecular cluster, C4H24N2O10 overall, with properties calculated with wB97M-V/def2-TZVPD.

```
! RIJCOSX wB97M-V def2-TZVPD def2/J DEFGRID3
* xyz 0 1
C 1.728 2.442 0.697
C 1.880 1.302 1.686
C 0.918 1.675 2.846
O 0.927 1.059 3.879
N 1.555 0.019 1.137
C 0.290 -0.434 1.022
N 0.047 -1.708 0.606
O -0.607 0.260 1.524
H 1.636 3.361 1.250
H 2.648 2.745 0.151
H 0.912 2.133 -0.009
H 2.925 1.142 2.062
H 0.428 2.629 2.672
H 2.295 -0.431 0.564
H 0.765 -2.459 0.528
H -0.861 -2.171 0.664
O -2.214 -2.783 1.971
H -2.416 -2.591 2.904
H -2.077 -1.849 1.719
O -2.240 1.725 -2.441
H -1.977 0.955 -1.899
H -1.376 2.098 -2.656
O 1.487 2.128 -2.665
H 1.674 1.188 -2.528
H 1.208 2.120 -3.590
O -1.026 -1.101 4.019
H -0.209 -1.518 3.743
H -0.882 -0.164 4.169
O -2.747 -0.061 -0.152
H -3.557 0.230 -0.571
H -2.330 0.539 0.466
O 0.507 -0.991 -3.586
H 0.325 -0.529 -4.410
H -0.389 -1.273 -3.323
O 2.491 -1.449 -1.443
H 3.040 -1.272 -2.216
H 1.707 -1.822 -1.888
O -1.959 -1.931 -2.524
H -1.706 -1.651 -1.636
H -2.822 -1.561 -2.739
*
```

energy relative to the best compared isomer or geometry (same formula, charge and spin)	1.9153	eV
frontier orbital gap	9.7	eV
LUMO level	0.05	eV
energy	-27993.272	eV

Record 6
Below is a 9-piece molecular cluster, C4H24NO10 overall, with properties calculated with wB97M-V/def2-TZVPD.

```
! RIJCOSX wB97M-V def2-TZVPD def2/J DEFGRID3
* xyz -1 1
C 0.370 -0.535 0.414
O 1.320 0.500 0.532
C -1.149 -0.167 0.471
C -1.697 0.289 -0.878
C -3.175 0.475 -0.790
O -3.972 0.397 -1.699
N -1.424 0.795 1.525
H 0.491 -1.012 -0.566
H 0.552 -1.288 1.189
H -1.523 -1.143 0.766
H -1.124 1.180 -1.167
H -1.355 -0.302 -1.732
H -3.566 0.599 0.234
H -0.563 1.268 1.762
H -1.797 0.397 2.375
H 1.446 3.531 0.613
H 1.044 2.170 1.238
O 0.916 3.146 1.315
H 1.984 -0.152 -2.747
H 0.849 0.812 -2.750
O 1.080 -0.084 -3.104
H -3.014 -3.046 -0.724
H -1.597 -3.348 -1.187
O -2.249 -3.595 -0.514
H 0.200 -1.588 -2.630
H 0.339 -2.520 -3.808
O -0.126 -2.456 -2.970
H 3.911 0.513 -1.153
H 2.629 -0.007 -0.503
O 3.279 -0.210 -1.227
H -0.345 -1.589 4.165
H 0.283 -0.192 4.250
O -0.521 -0.700 4.483
H 1.681 0.372 2.057
H 2.309 0.944 3.290
O 1.562 0.370 3.072
H 0.434 2.624 -1.337
H 1.300 1.449 -0.745
O 1.221 2.101 -1.519
*
```

energy relative to the best compared isomer or geometry (same formula, charge and spin)	1.7560	eV
frontier orbital gap	8.8	eV
LUMO level	3.02	eV
energy	-26505.215	eV

Record 7
Below is a 8-piece molecular cluster, C4H24NO9 overall, with properties calculated with wB97M-V/def2-TZVPD.

```
! RIJCOSX wB97M-V def2-TZVPD def2/J DEFGRID3
* xyz -1 1
C 0.304 -1.616 0.095
C -0.680 -1.819 1.287
C -1.046 -3.267 1.441
O -1.824 -3.718 0.356
N 0.016 -0.604 -1.009
C -0.920 0.459 -0.617
O -0.368 1.384 0.254
H 1.368 -1.667 0.367
H 0.274 -2.634 -0.402
H -0.406 -1.243 2.151
H -1.644 -1.355 1.010
H -0.082 -3.833 1.453
H -1.654 -3.573 2.301
H -1.747 -3.289 -0.503
H 0.879 -0.259 -1.395
H -1.175 1.003 -1.552
H -1.803 -0.090 -0.263
H -1.999 2.610 -1.623
H -1.321 2.958 -0.357
O -1.888 3.379 -1.054
H 1.117 1.538 2.583
H 0.683 0.787 1.262
O 1.488 0.938 1.923
H 1.102 1.744 -2.933
H 2.255 1.355 -2.014
O 2.006 1.414 -2.958
H -2.702 0.933 1.689
H -1.483 1.857 1.669
O -2.165 1.477 2.269
H 2.508 -1.778 2.662
H 1.632 -0.489 2.564
O 1.841 -1.290 3.152
H 0.965 2.379 -0.410
H 1.761 3.552 -0.298
O 1.721 2.815 -0.924
H 0.191 -1.295 -3.268
H 1.484 -0.362 -3.619
O 0.849 -1.028 -3.912
*
```

energy relative to the best compared isomer or geometry (same formula, charge and spin)	0.5812	eV
frontier orbital gap	8.9	eV
LUMO level	3.07	eV
energy	-24456.017	eV

Record 8
Below is C4H24O8 as an isolated structure, with properties calculated with wB97M-V/def2-TZVPD.

```
! RIJCOSX wB97M-V def2-TZVPD def2/J DEFGRID3
* xyz 0 1
C -0.415 25.356 -4.366
O -0.389 26.749 -4.259
H -1.421 24.942 -4.425
H 0.088 25.055 -5.285
H 0.153 24.833 -3.596
H -1.046 26.936 -3.585
C -1.943 24.991 -1.553
O -1.319 24.981 -0.298
H -1.128 25.003 -2.276
H -2.622 24.183 -1.826
H -2.530 25.906 -1.645
H -1.207 24.053 -0.083
O -2.923 24.980 -5.175
H -3.850 25.155 -5.339
H -2.471 25.354 -5.930
O -2.679 28.104 -5.374
H -2.725 27.719 -4.499
H -1.758 28.338 -5.484
O -2.346 26.481 -3.541
H -3.194 26.644 -3.127
H -2.560 26.017 -4.351
O -4.833 25.731 -5.039
H -4.967 25.779 -4.093
H -5.313 26.482 -5.388
O -4.907 26.838 -3.221
H -4.609 26.261 -2.518
H -5.797 27.085 -2.967
C -4.640 23.091 -4.013
C -4.119 23.657 -2.763
O -3.862 25.021 -2.873
H -4.919 22.049 -3.857
H -3.967 23.227 -4.859
H -5.535 23.655 -4.275
H -3.198 23.130 -2.514
H -4.794 23.529 -1.917
H -3.431 25.086 -3.728
*
```

energy relative to the best compared isomer or geometry (same formula, charge and spin)	10.4628	eV
frontier orbital gap	9.0	eV
LUMO level	0.03	eV
energy	-20907.243	eV